No. 1
Density functional theory data (ωB97M-V with the def2-TZVPD basis set) for a gas-phase ion, C23H32N3O3S (charge +1).

Geometry (Å):
C (-0.5903, 6.7183, 2.1147)
O (0.5062, 6.0017, 1.5747)
C (0.8590, 4.8290, 2.0897)
C (0.1975, 4.1794, 3.1432)
C (0.6587, 2.9627, 3.6027)
C (1.7735, 2.3910, 3.0138)
S (2.3840, 0.8676, 3.6406)
O (1.8692, 0.5325, 4.9197)
O (3.7328, 0.6063, 3.2868)
N (1.4829, -0.4163, 2.5502)
C (1.8512, -0.2842, 1.1364)
C (1.1896, -1.3832, 0.3083)
C (-0.3362, -1.3379, 0.4602)
N (-0.9147, -0.0680, -0.0010)
C (-2.3733, -0.1202, -0.1090)
C (-2.8587, -0.6951, -1.4604)
N (-1.7734, -1.4461, -2.0594)
C (-2.1830, -2.3004, -3.1630)
C (-1.0505, -3.2094, -3.5599)
C (-0.5044, -4.0770, -2.6211)
C (0.5511, -4.9040, -2.9576)
C (1.0705, -4.8782, -4.2417)
C (0.5291, -4.0216, -5.1840)
C (-0.5230, -3.1884, -4.8429)
C (-0.7020, -0.5442, -2.4427)
C (-0.4204, 0.4258, -1.2802)
C (-0.6274, -1.5145, 1.9621)
C (0.0293, -0.3842, 2.7460)
C (2.4545, 3.0166, 1.9763)
C (1.9941, 4.2249, 1.5141)
H (-0.6461, 7.6394, 1.5382)
H (-1.5238, 6.1619, 2.0007)
H (-0.4262, 6.9594, 3.1675)
H (-0.6642, 4.6257, 3.6112)
H (0.1789, 2.4615, 4.4277)
H (1.8479, -1.3032, 2.9112)
H (1.5019, 0.6944, 0.8018)
H (2.9397, -0.3289, 1.0608)
H (1.4840, -1.2829, -0.7334)
H (1.5402, -2.3608, 0.6449)
H (-0.7625, -2.1831, -0.0966)
H (-2.7772, -0.7141, 0.7074)
H (-2.7425, 0.9027, 0.0112)
H (-3.2026, 0.1168, -2.1241)
H (-3.7019, -1.3670, -1.2942)
H (-2.5165, -1.7096, -4.0329)
H (-3.0276, -2.9038, -2.8168)
H (-0.9200, -4.1026, -1.6239)
H (0.9652, -5.5772, -2.2212)
H (1.8909, -5.5274, -4.5073)
H (0.9262, -4.0006, -6.1876)
H (-0.9411, -2.5208, -5.5827)
H (-0.9593, 0.0305, -3.3501)
H (0.1772, -1.1518, -2.6734)
H (0.6435, 0.6562, -1.2259)
H (-0.9434, 1.3703, -1.4516)
H (-1.6957, -1.5028, 2.1657)
H (-0.2438, -2.4812, 2.2923)
H (-0.1732, -0.4600, 3.8158)
H (-0.3424, 0.5686, 2.3619)
H (3.3422, 2.5600, 1.5702)
H (2.4963, 4.7473, 0.7163)

The net charge is +1. Its SMILES is COc1ccc(S(=O)(=O)[N@H+]2CC[C@@H](N3CCN(Cc4ccccc4)CC3)CC2)cc1. Its LUMO energy is -3.089 eV. The relative energy (zero: lowest compared OMol25 entry of this formula, charge and spin) comes out at 27.1 kcal per mole. The HOMO-LUMO gap is 7.84 eV. For the HOMO energy, the calculation gives -10.934 eV.



No. 2
Density functional theory data (ωB97M-V with the def2-TZVPD basis set) for a molecular structure, C23H32N3PSSn.

Geometry (Å):
Sn (-0.0174, -0.3723, -0.2027)
C (-0.8030, 4.8599, -1.6565)
N (0.2781, 4.0306, -2.1136)
C (1.1527, 4.3374, -3.1185)
C (2.0456, 3.3294, -3.2075)
N (1.7245, 2.3838, -2.2435)
C (0.6028, 2.8315, -1.6026)
S (-0.3160, 2.1668, -0.3274)
C (2.5599, 1.2888, -1.9710)
C (3.9235, 1.4033, -2.2535)
C (4.7539, 0.3156, -2.0618)
C (4.2069, -0.8678, -1.5770)
C (2.8626, -0.8826, -1.2837)
N (2.0485, 0.1655, -1.4583)
H (-0.8757, 5.7343, -2.2958)
H (-0.6244, 5.1769, -0.6287)
H (-1.7481, 4.3160, -1.6791)
H (1.0802, 5.2381, -3.6954)
H (2.8430, 3.1818, -3.9041)
H (4.3359, 2.3354, -2.5985)
H (5.8081, 0.3857, -2.2825)
H (4.8087, -1.7473, -1.4171)
H (2.3879, -1.7777, -0.8866)
C (3.3747, 0.1816, 2.5342)
C (2.5234, -0.8974, 3.2101)
C (2.5438, -0.6511, 4.7163)
C (3.1057, -2.2672, 2.8811)
P (0.7555, -0.7395, 2.4877)
C (0.2108, 0.8180, 3.2759)
C (0.7466, 1.9741, 2.7012)
C (0.4687, 3.2221, 3.2240)
C (-0.3777, 3.3396, 4.3161)
C (-0.9155, 2.1994, 4.8914)
C (-0.6126, 0.9425, 4.3909)
C (-0.3745, -2.1864, 3.0052)
C (-1.8148, -1.7568, 2.7142)
C (-0.0698, -3.3738, 2.0849)
C (-0.2058, -2.6327, 4.4559)
H (4.4257, -0.0245, 2.7333)
H (3.1506, 1.1643, 2.9404)
H (3.2262, 0.1985, 1.4483)
H (3.5830, -0.5793, 5.0354)
H (2.0829, -1.4586, 5.2753)
H (2.0511, 0.2844, 4.9739)
H (4.1446, -2.2966, 3.2089)
H (3.0830, -2.4639, 1.8073)
H (2.5819, -3.0632, 3.4030)
H (1.4012, 1.8804, 1.8421)
H (0.9094, 4.1016, 2.7787)
H (-0.6203, 4.3114, 4.7139)
H (-1.5812, 2.2836, 5.7349)
H (-1.0150, 0.0714, 4.8812)
H (-1.9154, -1.4487, 1.6576)
H (-2.1568, -0.9360, 3.3389)
H (-2.4786, -2.6063, 2.8757)
H (-0.2849, -3.1275, 1.0348)
H (-0.7171, -4.2054, 2.3618)
H (0.9563, -3.7198, 2.1662)
H (-0.2803, -1.8096, 5.1624)
H (0.7540, -3.1197, 4.6027)
H (-0.9836, -3.3561, 4.7029)

The net charge is +2. Its LUMO energy is -6.451 eV. The HOMO-LUMO gap is 7.70 eV. For the HOMO energy, the calculation gives -14.148 eV.



No. 3
Density functional theory data (ωB97M-V with the def2-TZVPD basis set) for a molecular structure, C23H32N5OSSe3TeV.

Geometry (Å):
V (0.4021, 0.7389, -2.5730)
C (-2.6698, -2.1896, -2.7497)
C (-1.8082, -0.9946, -2.9299)
N (-0.5623, -0.9675, -2.6480)
N (0.1182, -2.1197, -2.2618)
C (1.3434, -1.7590, -1.9158)
O (1.7505, -0.5353, -1.9431)
C (2.2960, -2.8028, -1.4727)
C (1.9092, -4.1333, -1.3367)
C (2.8300, -5.0788, -0.9071)
C (4.1373, -4.6984, -0.6160)
C (4.5233, -3.3715, -0.7608)
C (3.6020, -2.4247, -1.1907)
C (-2.2809, 0.2674, -3.5503)
C (-3.5066, 0.3971, -4.1605)
C (-3.7914, 1.5650, -4.8511)
C (-2.8355, 2.5602, -4.9104)
C (-1.6342, 2.3698, -4.2540)
N (-1.3665, 1.2543, -3.5698)
H (-2.1113, -2.9624, -2.2324)
H (-3.5555, -1.9258, -2.1658)
H (-3.0033, -2.5829, -3.7157)
H (0.8899, -4.4104, -1.5747)
H (2.5308, -6.1143, -0.8008)
H (4.8562, -5.4394, -0.2830)
H (5.5419, -3.0761, -0.5458)
H (3.8853, -1.3892, -1.3256)
H (-4.2196, -0.4175, -4.1076)
H (-4.7459, 1.6870, -5.3477)
H (-3.0115, 3.4838, -5.4461)
H (-0.8612, 3.1172, -4.2606)
Se (0.1983, 2.9889, -1.4758)
Se (2.3427, 2.4284, -2.1079)
Te (2.3400, 2.5076, -4.6496)
Se (1.2800, 0.2647, -4.9609)
C (2.6623, 0.7054, 4.3130)
C (3.5524, 0.1966, 3.1737)
C (2.8122, -0.3066, 1.9348)
C (2.1894, 0.7541, 1.0375)
N (1.0115, 1.4138, 1.6135)
C (-0.2586, 1.0721, 1.3609)
S (-0.6495, -0.1274, 0.2311)
N (-1.1804, 1.7695, 2.0622)
C (-2.6283, 1.5829, 1.9991)
C (-3.1597, 0.7125, 3.1303)
C (-2.8856, 1.2559, 4.5309)
C (-3.5460, 2.6090, 4.7989)
H (3.2378, 0.8138, 5.2355)
H (1.8415, 0.0092, 4.5114)
H (2.2265, 1.6874, 4.1042)
H (4.1565, -0.6274, 3.5585)
H (4.2562, 0.9830, 2.8783)
H (2.0254, -1.0106, 2.2281)
H (3.5192, -0.8650, 1.3140)
H (1.8707, 0.2941, 0.1110)
H (2.9160, 1.5265, 0.7921)
H (1.1718, 2.1272, 2.3023)
H (-0.8384, 2.4306, 2.7403)
H (-2.8506, 1.1188, 1.0452)
H (-3.0921, 2.5715, 2.0117)
H (-2.7156, -0.2824, 3.0283)
H (-4.2433, 0.6039, 2.9914)
H (-1.8049, 1.3314, 4.6893)
H (-3.2458, 0.5289, 5.2615)
H (-3.0840, 3.4170, 4.2210)
H (-3.4692, 2.8833, 5.8539)
H (-4.6108, 2.5838, 4.5377)

The spin multiplicity is 3. The expectation value of S² is 2.039. Its LUMO energy (spin up / spin down) is -0.438 / -0.588 eV. The relative energy (zero: lowest compared OMol25 entry of this formula, charge and spin) comes out at 2.2 kcal per mole. The HOMO-LUMO gap (spin up / spin down) is 6.30 / 6.19 eV. For the HOMO energy (spin up / spin down), the calculation gives -6.742 / -6.780 eV.



No. 4
Density functional theory data (ωB97M-V with the def2-TZVPD basis set) for a molecular structure, C23H32NO4Sn.

Geometry (Å):
O (-1.4497, -3.3958, -0.8611)
C (-1.8370, -2.8606, -2.1621)
C (-3.3372, -3.2081, -2.0344)
H (-1.3123, -3.4152, -2.9571)
H (-1.6679, -1.7766, -2.2329)
C (-2.8706, -3.6743, -0.6390)
H (-3.6428, -3.9350, -2.7680)
H (-4.0021, -2.3352, -2.0576)
C (-2.9423, -5.1377, -0.2796)
H (-2.3868, -5.7034, -1.0336)
H (-3.9608, -5.5192, -0.1508)
H (-2.3575, -5.2680, 0.6409)
C (-3.3987, -2.6779, 0.3739)
H (-3.3504, -1.6783, -0.0923)
H (-2.7471, -2.6911, 1.2591)
H (-4.4417, -2.9069, 0.6512)
Sn (2.1241, -1.1085, -3.5144)
C (-1.3332, 1.7880, 0.1375)
C (-0.3968, 2.3565, -0.7779)
C (-0.8385, 2.0679, -2.1089)
H (0.4894, 2.9357, -0.4817)
C (-2.0163, 1.2481, -2.0053)
C (-2.2838, 1.0331, -0.6096)
H (-3.0744, 0.3967, -0.2172)
H (-1.3144, 1.9479, 1.2180)
H (-0.3593, 2.3960, -3.0342)
H (-2.6317, 0.8881, -2.8420)
C (0.8862, -0.0961, 1.4301)
C (-0.4017, -0.3939, 1.9581)
C (-0.5896, -1.7982, 1.9017)
H (-1.1666, 0.3049, 2.2937)
C (0.5599, -2.3759, 1.2748)
C (1.5010, -1.3243, 1.0316)
H (2.5047, -1.4336, 0.6302)
H (1.3288, 0.9003, 1.3549)
H (-1.4416, -2.3189, 2.3369)
H (0.7060, -3.4492, 1.0829)
O (-0.0107, -4.4436, -3.8981)
C (-1.1239, -5.4015, -4.1369)
C (-0.8647, -6.2389, -5.3984)
H (-2.0346, -4.8102, -4.2688)
H (-1.3201, -6.0145, -3.2361)
C (0.2992, -5.5315, -6.0919)
H (-1.7527, -6.2814, -6.0395)
H (-0.5765, -7.2726, -5.1621)
C (0.7717, -4.4713, -5.1222)
H (-0.0436, -5.0342, -6.9932)
H (1.1233, -6.1861, -6.3571)
H (0.6589, -3.4508, -5.5139)
H (1.8291, -4.5514, -4.8165)
O (2.5982, 2.4952, 0.3284)
C (3.3001, 1.9483, -0.5145)
C (4.7896, 2.2694, -0.6740)
C (5.2553, 1.2519, -1.6809)
C (3.9862, 0.4803, -1.9621)
O (4.0028, -0.5671, -2.7236)
N (2.8796, 0.9400, -1.3965)
H (4.9088, 3.3032, -1.0229)
H (5.3140, 2.1434, 0.2810)
H (5.6109, 1.6862, -2.6231)
H (6.0454, 0.6083, -1.2857)

The net charge is -1. Its LUMO energy (spin up / spin down) is 1.627 / 1.546 eV. The relative energy (zero: lowest compared OMol25 entry of this formula, charge and spin) comes out at 14.1 kcal per mole. The HOMO-LUMO gap (spin up / spin down) is 4.34 / 4.00 eV. For the HOMO energy (spin up / spin down), the calculation gives -2.715 / -2.457 eV.